Model a:
This record from the OMol25 dataset describes C3H6OS2 in the gas phase. The level of theory is ωB97M-V/def2-TZVPD.

M = 122.214 g/mol
Kohn-Sham gap = 10.087 eV

Each line ends with the natural charge from an NBO analysis.
Cartesian coordinates (Å):
C1 0.7805 0.2245 -0.4685  -0.449
C2 -1.6518 -0.4844 0.0221  -0.615
C3 -0.4901 0.4004 0.4182  -0.431
O1 3.3961 0.9088 -0.5372  -0.922
S1 1.6002 -1.4003 0.0189  -0.068
S2 2.4284 0.4738 0.4229  1.175
H1 0.8453 0.5140 -1.4785  0.238
H2 -2.0391 -0.1281 -0.9657  0.206
H3 -2.5041 -0.5705 0.6408  0.222
H4 -1.3265 -1.4310 0.1548  0.210
H5 -0.1148 0.0605 1.4263  0.216
H6 -0.9241 1.4323 0.3460  0.217

---

Model b:
This record from the OMol25 dataset describes C3H6OS2 in the gas phase. The level of theory is ωB97M-V/def2-TZVPD.

M = 122.214 g/mol
Structure (SMILES) = C[C@H](S)C(=O)S
Kohn-Sham gap = 9.883 eV

Each line ends with the natural charge from an NBO analysis.
Cartesian coordinates (Å):
C1 -0.7853 0.8089 0.8947  -0.606
C2 -0.5088 0.1580 -0.4663  -0.449
S1 -1.5745 -1.2583 -0.7843  0.009
C3 0.9899 -0.0602 -0.7347  0.399
O1 1.5149 0.7389 -1.4960  -0.547
S2 1.8327 -1.2925 0.1680  0.025
H1 -1.7303 1.3432 0.9654  0.235
H2 0.1327 1.5008 1.1148  0.219
H3 -0.7192 0.1127 1.6748  0.207
H4 -0.7963 0.8389 -1.2879  0.253
H5 -1.2667 -1.7723 0.4443  0.114
H6 2.9108 -1.1180 -0.4929  0.143

---

Ordering by calculated energy gives the sequence model b, model a, with the first entry being the most stable.

---

Model a:
This record from the OMol25 dataset describes a molecular structure, C5H10O3. The level of theory is ωB97M-V/def2-TZVPD.

M = 118.132 g/mol
Kohn-Sham gap = 9.812 eV

Each line ends with the natural charge from an NBO analysis.
Cartesian coordinates (Å):
C1 0.7986 -0.0484 -0.4157  0.108
C2 -2.0411 -0.1535 0.7960  0.679
C3 -0.2894 0.3233 -1.3337  0.150
C4 1.1136 0.7931 0.7746  -0.681
C5 1.4600 -1.3768 -0.5667  -0.667
O1 -1.2314 -1.0522 0.8722  -0.630
O2 -1.2284 1.1067 -0.9844  -0.723
O3 -2.0057 0.8906 1.6476  -0.691
H1 -2.5436 1.6135 1.2984  0.494
H2 -2.9335 -0.2058 0.1578  0.121
H3 -0.4749 -0.4452 -2.1103  0.164
H4 0.9471 0.7652 -1.6441  0.236
H5 2.1849 1.0119 0.7902  0.216
H6 0.9361 -2.0712 0.0948  0.266
H7 0.5415 1.7173 0.7730  0.250
H8 0.8920 0.2398 1.6855  0.263
H9 1.3703 -1.7616 -1.5831  0.227
H10 2.5037 -1.3467 -0.2522  0.217

---

Model b:
This record from the OMol25 dataset describes C5H10O3 in the gas phase. The level of theory is ωB97M-V/def2-TZVPD.

M = 118.132 g/mol
Structure (SMILES) = CC(=O)[C@@H](O)CCO
Kohn-Sham gap = 9.143 eV

Each line ends with the natural charge from an NBO analysis.
Cartesian coordinates (Å):
C1 1.1081 0.9004 1.1372  -0.736
C2 -0.2968 0.9174 0.5912  0.611
O1 -1.2812 1.3254 1.1769  -0.594
C3 -0.2449 1.0228 -1.0682  -0.046
O2 1.0258 1.1835 -1.6176  -0.697
C4 -0.8952 -0.2865 -1.1669  -0.387
C5 -0.7541 -1.3723 0.3697  -0.103
O3 0.4763 -2.0435 0.2681  -0.738
H1 1.0628 0.7925 2.2204  0.224
H2 1.6077 1.8243 0.8505  0.261
H3 1.7170 0.1018 0.7190  0.229
H4 -0.8621 1.8846 -1.3126  0.202
H5 1.4635 0.3221 -1.6708  0.473
H6 -0.4030 -0.9757 -1.8523  0.219
H7 -1.9766 -0.2392 -1.2408  0.234
H8 -1.5521 -2.0451 0.0566  0.170
H9 -1.0451 -1.1314 1.3949  0.200
H10 0.8499 -2.1810 1.1448  0.477

---

Model c:
This record from the OMol25 dataset describes C5H10O3 in the gas phase. The level of theory is ωB97M-V/def2-TZVPD.

M = 118.132 g/mol
Kohn-Sham gap = 7.161 eV

Each line ends with the natural charge from an NBO analysis.
Cartesian coordinates (Å):
C1 0.4248 -0.4829 0.3421  0.732
C2 1.5351 0.0230 1.2312  -0.704
C3 0.8751 -1.2783 -0.8554  -0.722
C4 -1.8991 -0.1769 0.1644  0.182
C5 -1.5747 1.2181 0.1465  -0.205
O1 -0.6614 -0.7897 0.9847  -0.537
O2 -0.0801 1.2995 -0.5940  -0.807
O3 -2.1680 -0.7986 -1.0255  -0.698
H1 0.3864 2.0890 -0.2872  0.475
H2 -1.6371 -0.4201 -1.7462  0.439
H3 0.0425 -1.6227 -1.4576  0.245
H4 1.5802 -0.7171 -1.4662  0.233
H5 1.1478 0.7571 1.9338  0.234
H6 1.9235 -0.8239 1.8018  0.244
H7 2.3576 0.4450 0.6562  0.222
H8 1.3727 -2.1755 -0.4726  0.246
H9 -1.3827 1.6481 1.1242  0.198
H10 -2.2425 1.8059 -0.4802  0.221

---

Ordering by calculated energy gives the sequence model a, model b, model c, with the first entry being the most stable.

---

Model a:
This record from the OMol25 dataset describes 2 unconnected molecules or ions with the total composition Cl2NO3P. The level of theory is ωB97M-V/def2-TZVPD.

M = 163.884 g/mol
Kohn-Sham gap (alpha / beta) = 7.317 / 7.437 eV

Each line ends with the natural charge from an NBO analysis.
Cartesian coordinates (Å):
N1 -1.3657 0.0014 -0.1367  0.360
O1 -1.7581 -1.1425 -0.2524  -0.348
O2 -1.9464 1.0362 -0.3188  -0.308
O3 2.2289 0.3547 2.2628  -0.312
P1 0.5848 -0.0207 0.1849  0.955
Cl1 1.1957 -1.6750 -0.6075  -0.146
Cl2 1.0607 1.4459 -1.1323  -0.202

---

Model b:
This record from the OMol25 dataset describes Cl2NO3P in the gas phase. The level of theory is ωB97M-V/def2-TZVPD.

M = 163.884 g/mol
Structure (SMILES) = O=[N+]([O-])P(=O)(Cl)Cl
Kohn-Sham gap = 10.599 eV

Each line ends with the natural charge from an NBO analysis.
Cartesian coordinates (Å):
O1 1.2021 -0.6564 -1.2806  -0.360
N1 1.1168 -0.0136 -0.2796  0.312
O2 2.0230 0.4879 0.3216  -0.308
P1 -0.6734 0.0641 0.3004  1.683
O3 -0.6759 0.2521 1.7652  -1.013
Cl1 -1.6345 1.5243 -0.6052  -0.167
Cl2 -1.3580 -1.6584 -0.2219  -0.146

---

Ordering by calculated energy gives the sequence model b, model a, with the first entry being the most stable.

---

Model a:
This record from the OMol25 dataset describes 4 unconnected molecules or ions with the total composition C3H14O3S. The level of theory is ωB97M-V/def2-TZVPD.

M = 130.209 g/mol
Structure (SMILES) = CCSC.O.O.O
Kohn-Sham gap = 8.690 eV

Each line ends with the natural charge from an NBO analysis.
Cartesian coordinates (Å):
C1 1.1689 -1.0989 -0.9739  -0.626
C2 0.7894 0.4411 -1.2036  -0.507
S1 -0.9601 0.8347 -1.8931  0.145
C3 -2.0341 0.0949 -0.5321  -0.704
H1 0.3999 -1.4535 -0.3697  0.201
H2 2.0504 -1.4521 -0.3472  0.214
H3 1.1765 -1.6326 -1.8854  0.207
H4 1.6973 0.9166 -1.5655  0.227
H5 0.7152 0.8325 -0.1606  0.181
H6 -3.0228 0.1496 -0.8973  0.226
H7 -1.8206 -0.9163 -0.2872  0.215
H8 -1.7838 0.8301 0.2934  0.221
O1 -1.1413 -4.7099 1.1041  -0.931
H9 -1.2438 -5.3105 1.8624  0.468
H10 -1.3301 -5.2513 0.3823  0.463
O2 2.4642 0.2029 4.0221  -0.920
H11 1.7658 -0.2993 3.6509  0.461
H12 2.6141 0.7939 3.2624  0.459
O3 0.2640 3.8696 0.1100  -0.910
H13 1.0286 3.2659 0.3513  0.453
H14 0.8756 4.6467 0.3675  0.457

---

Model b:
This record from the OMol25 dataset describes 4 unconnected molecules or ions with the total composition C3H14O3S. The level of theory is ωB97M-V/def2-TZVPD.

M = 130.209 g/mol
Structure (SMILES) = CCCS.O.O.O
Kohn-Sham gap = 9.842 eV

Each line ends with the natural charge from an NBO analysis.
Cartesian coordinates (Å):
C1 -1.9029 0.0000 -2.6699  -0.609
C2 -2.0187 0.0532 -1.1346  -0.435
C3 -3.3450 0.2036 -0.3926  -0.465
S1 -3.2931 1.0203 1.3422  -0.086
H1 -2.3482 -0.9369 -3.1040  0.208
H2 -2.3085 0.9688 -3.1425  0.205
H3 -0.8626 0.0725 -2.9212  0.217
H4 -1.2194 0.8960 -0.8312  0.205
H5 -1.4039 -0.7044 -0.6280  0.210
H6 -3.9093 0.9375 -0.9458  0.210
H7 -3.9486 -0.6768 -0.1931  0.223
H8 -3.3313 2.2845 0.9655  0.117
O1 3.8537 5.7376 -1.4619  -0.938
H9 3.0148 5.4677 -1.8615  0.475
H10 4.0706 5.2699 -0.7497  0.463
O2 5.3934 -2.7664 2.0855  -0.924
H11 5.5630 -1.8233 2.2332  0.460
H12 4.9447 -2.9229 2.9134  0.464
O3 2.4235 -5.0504 0.8273  -0.918
H13 3.0082 -4.8504 0.1280  0.461
H14 1.6546 -5.2145 0.2380  0.458

---

Ordering by calculated energy gives the sequence model b, model a, with the first entry being the most stable.